C21H28ClFKMgN2O5S | ωB97M-V/def2-TZVPD

Element x y z (Å)
K -2.6474 -2.9963 -4.6435
Cl -4.9004 2.0601 2.1647
S -0.5961 0.9418 -3.7705
Mg -1.1974 -0.0244 2.2518
F -0.1730 4.1908 0.2892
O 4.8917 -2.2553 -0.2929
O -2.5205 1.9279 -2.3396
O -3.9225 1.9121 -4.1912
O 4.1509 -0.5520 0.9860
O -3.2462 -0.0793 -3.2271
N 3.6644 3.1984 3.9186
N 0.3405 2.2792 -1.2940
C 5.6447 2.6361 4.7389
C 0.0484 0.2126 -0.0196
C -1.9235 -5.1018 -0.1898
C -0.3445 1.1427 -1.1145
C -3.3829 0.5265 0.3145
C -3.6215 -0.3990 -0.9365
C -1.6374 -2.8052 -1.2498
C 3.6021 1.8614 4.2176
C 1.2006 0.3929 0.9185
C -2.3225 -4.2136 -1.4582
C -3.3298 1.3341 -3.3631
C -2.4353 -0.3672 -2.0270
C -1.5328 0.9028 -2.1265
C 4.8179 1.4842 4.7249
C 4.6367 -0.1318 -1.2832
C 1.9155 1.6604 0.6726
C -1.8078 -1.7913 -2.4537
C 1.3812 2.4920 -0.4188
C -4.7873 0.6233 1.0780
C 4.5554 -1.0758 -0.0879
C 4.9057 3.6775 4.2389
H -3.4431 -4.0895 -1.3876
H -0.8144 -1.6924 -2.9995
H -2.6730 -5.9123 -0.0154
H 3.6480 0.2847 -1.4962
H -1.9599 -2.4142 -0.2489
H -1.9203 -4.4636 0.7458
H -0.5265 -3.0075 -1.1528
H -3.8550 -1.4348 -0.5785
H -2.6668 0.1155 1.0692
H 6.6669 2.6950 5.0781
H -0.1016 2.2150 -3.8869
H 1.5009 -0.3340 1.7105
H -3.1011 1.5849 0.0774
H 5.1551 4.7147 4.0825
H 2.6997 1.2972 4.0418
H 5.0843 0.4912 5.0510
H 5.3242 0.6876 -1.0631
H -2.5553 -2.2580 -3.2032
H 2.7959 1.9707 1.2944
H -1.9798 -4.7040 -2.4076
H -0.8661 -5.4873 -0.2752
H 4.9925 -0.6531 -2.1735
H -5.6412 0.5680 0.3428
H -0.5731 -0.7225 0.1177
H 2.9152 3.7429 3.5261
H 1.9198 3.4666 -0.5632
H -4.5652 -0.0191 -1.4225
H -4.8871 -0.3055 1.7100

electronic energy: -83275.767 eV
highest occupied orbital energy: -9.56 eV
net charge: +1
relative energy (zero: lowest compared OMol25 entry of this formula, charge and spin): 2.669 eV
largest force on an atom: 0.129 Eh/bohr

C21H28ClN3O2PrSe | ωB97M-V/def2-TZVPD

Element x y z (Å)
Pr -1.1323 0.0404 0.4639
Se 0.4161 0.3771 5.5791
Cl -3.1686 0.6784 2.0530
O -0.7554 4.3882 -0.4890
O -0.4394 -4.3843 -0.6704
N -0.3080 -2.4082 0.3921
N 0.0487 -0.0417 2.6654
N 0.0346 2.3413 0.0256
C 0.6264 -4.5858 0.3307
C 1.5475 2.9235 1.8890
C 0.2020 0.1275 3.8524
C 0.6941 -3.2668 1.1015
C -1.4170 -1.3188 -2.0764
C 0.4221 4.6404 0.3840
C -1.4626 1.1669 -2.0539
C -0.7307 1.1779 -3.2215
C -0.8680 3.0807 -0.5910
C -0.4142 2.4801 -3.8954
C -1.7026 -0.0909 -1.6281
C -1.9108 -2.5914 -1.4633
C -0.2942 -2.5635 -3.9048
C 2.0646 -2.6193 1.0227
C 2.2806 3.1738 -0.4866
C -0.8698 -3.1472 -0.5390
C 0.2648 -3.4446 2.5475
C -0.3289 -0.0404 -3.7872
C -0.6705 -1.2733 -3.2344
C 1.1112 3.2761 0.4799
C -1.9646 2.4291 -1.3987
H 2.3379 -2.4480 -0.0263
H -1.2990 3.1337 -3.9748
H 1.9613 3.4055 -1.5134
H 3.0597 3.8883 -0.1938
H 1.0161 5.4342 -0.0879
H 0.6834 2.9020 2.5617
H -0.0368 2.2922 -4.9142
H 0.0410 4.9847 1.3564
H -3.1712 -0.1099 1.0493
H 2.6954 2.1591 -0.4644
H -2.8144 -2.3958 -0.8484
H -2.8069 2.2120 -0.7033
H 2.2635 3.6777 2.2412
H 1.5470 -4.8213 -0.2211
H -2.1681 -3.3566 -2.2116
H 0.1987 -2.3573 -4.8705
H 2.8036 -3.2918 1.4775
H 0.2397 -0.0182 -4.7321
H 0.2467 -2.4781 3.0617
H -2.3327 3.1586 -2.1379
H -0.7359 -3.8936 2.5776
H 0.4016 -3.1640 -3.2905
H -1.1752 -3.1966 -4.1024
H 2.0232 1.9362 1.9192
H 0.9736 -4.1174 3.0469
H 0.3654 3.0510 -3.3554
H 0.3340 -5.4483 0.9456
H 2.0731 -1.6634 1.5606

electronic energy: -122731.950 eV
highest occupied orbital energy (spin up / spin down): -0.83 / -0.16 eV
net charge: -1
multiplicity: 3
largest force on an atom: 0.113 Eh/bohr

C21H28ClN5O3S | ωB97M-V/def2-TZVPD

Element x y z (Å)
Cl 2.9284 -4.3319 0.5023
S 3.9393 -0.8970 -0.5498
O 5.3476 3.6587 -0.0049
O -2.1932 -1.9686 -0.6545
O 0.7704 1.2623 -1.6058
N 0.8086 -0.9850 -1.4540
N 2.8080 2.7899 -0.6883
N 5.1275 0.1226 -0.1677
N -1.7458 0.2464 -0.4957
N 6.9171 2.0805 0.4014
C 1.0914 -0.9528 2.8067
C -2.7064 0.5502 0.5410
C 2.7580 0.3480 -0.8300
C 5.6772 2.4849 0.0661
C -4.8472 1.8984 1.0477
C 0.9027 -1.0323 1.4385
C -5.6508 0.6812 1.4998
C -1.5903 -0.9808 -1.0204
C -0.6736 -2.2115 -3.0414
C 1.2679 -2.1858 -0.7986
C 1.4676 -2.0583 0.6933
C 1.8505 -1.9071 3.4599
C 2.2163 -3.0167 1.3734
C 3.3777 1.5851 -0.6018
C -3.7667 1.5235 0.0243
C -0.4979 -1.0156 -2.1061
C 4.7411 1.3797 -0.2184
C -4.2650 2.6327 2.2540
C 2.4135 -2.9467 2.7415
C 1.3938 0.2334 -1.3063
C -1.7488 -1.9178 -4.0814
H -6.5008 0.9961 2.1010
H 0.6435 -0.1427 3.3616
H -0.9831 -3.0848 -2.4643
H 3.4105 3.5924 -0.5658
H -2.6955 -1.7082 -3.5894
H -3.6519 3.4730 1.9357
H -3.2665 2.4366 -0.3101
H 3.0032 -3.7032 3.2347
H 7.6283 2.7625 0.6019
H -1.4752 -1.0597 -4.6919
H 0.3060 -0.2831 0.9428
H -5.0672 3.0145 2.8814
H 7.1252 1.0973 0.4303
H 2.1956 -2.5435 -1.2634
H -1.8845 -2.7762 -4.7342
H -1.1805 1.0028 -0.8636
H -5.5333 2.5848 0.5368
H 2.0035 -1.8481 4.5264
H -3.1578 -0.4004 0.8301
H -4.2484 1.0721 -0.8461
H 0.2748 -2.4285 -3.5368
H -0.5579 -0.0916 -2.6916
H -3.6557 1.9656 2.8585
H 1.8848 2.8393 -1.0935
H 0.5101 -2.9560 -0.9602
H -2.1816 0.9782 1.4007
H -6.0244 0.1273 0.6421
H -5.0402 0.0140 2.1024

electronic energy: -59184.903 eV
highest occupied orbital energy: -8.26 eV
relative energy (zero: lowest compared OMol25 entry of this formula, charge and spin): 0.000 eV
largest force on an atom: 0.017 Eh/bohr

C21H28CoF5N3OSTe | ωB97M-V/def2-TZVPD

Element x y z (Å)
Te 0.3152 2.9232 -1.9523
Co 0.1752 0.0152 -0.0304
S 0.7910 -3.7024 2.1361
F -1.4392 1.8556 -2.4763
F 0.9150 1.5848 -3.2466
F 0.6535 4.1416 -3.4685
F 2.2062 3.0054 -1.7821
F 0.4778 4.3386 -0.5773
O 0.4339 1.6010 -0.5723
N -0.1013 -1.4948 1.1808
N -0.1174 -1.0143 -2.5905
N -1.1155 -0.7570 -1.5931
C 2.0588 -1.9381 0.3109
C 1.9267 -0.6948 -0.3219
C -3.2129 -1.9061 3.1687
C 0.5778 -1.5700 -4.7916
C -2.8794 -3.1413 3.7565
C -1.0403 -3.0498 -3.5792
C 4.1801 -2.2658 -0.7407
C -4.7676 0.0606 2.7793
C 2.9232 -0.2324 -1.1530
C -4.5533 -1.2640 3.5131
C 3.1862 -2.7283 0.1027
C 0.9356 -2.3034 1.1478
C -5.6911 -2.2212 3.1256
C -2.3088 -1.3156 2.3043
C -4.6041 -0.9926 5.0251
C -1.6812 -3.7762 3.5085
C -1.7798 -0.8003 -4.4386
C -1.0968 -1.9496 2.0312
C -0.6183 -1.6059 -3.8454
C -0.7863 -3.1650 2.6399
C 4.0494 -1.0249 -1.3551
H 0.3100 -0.1162 -2.8134
H -5.5496 -0.5142 5.2855
H -1.9448 -3.1027 -2.9668
H 2.8432 0.7313 -1.6413
H 4.8332 -0.6681 -2.0103
H -5.6422 -3.1562 3.6842
H 1.4172 -2.1147 -4.3555
H -1.7178 0.0199 -1.8861
H -2.6865 -0.8984 -3.8372
H -3.5750 -3.6159 4.4351
H -6.6546 -1.7544 3.3364
H -2.0097 -1.1567 -5.4442
H -1.5175 0.2572 -4.4967
H 0.8892 -0.5385 -4.9672
H -4.5220 -1.9137 5.6029
H -2.5072 -0.3592 1.8380
H 3.2643 -3.6946 0.5876
H -4.0115 0.7984 3.0541
H -3.7891 -0.3310 5.3236
H -0.2363 -3.5857 -3.0720
H -5.7419 0.4680 3.0498
H -1.4409 -4.7226 3.9743
H -5.6497 -2.4583 2.0610
H -1.2576 -3.5533 -4.5219
H 0.3180 -2.0246 -5.7476
H -4.7525 -0.0735 1.6959
H -1.6702 -1.5967 -1.4806
H 5.0580 -2.8723 -0.9185

electronic energy: -98091.694 eV
highest occupied orbital energy (spin up / spin down): -8.59 / -9.15 eV
relative energy (zero: lowest compared OMol25 entry of this formula, charge and spin): 4.249 eV
multiplicity: 4
largest force on an atom: 0.035 Eh/bohr

Repeat the second record exactly.
C21H28ClN3O2PrSe | ωB97M-V/def2-TZVPD

Element x y z (Å)
Pr -1.1323 0.0404 0.4639
Se 0.4161 0.3771 5.5791
Cl -3.1686 0.6784 2.0530
O -0.7554 4.3882 -0.4890
O -0.4394 -4.3843 -0.6704
N -0.3080 -2.4082 0.3921
N 0.0487 -0.0417 2.6654
N 0.0346 2.3413 0.0256
C 0.6264 -4.5858 0.3307
C 1.5475 2.9235 1.8890
C 0.2020 0.1275 3.8524
C 0.6941 -3.2668 1.1015
C -1.4170 -1.3188 -2.0764
C 0.4221 4.6404 0.3840
C -1.4626 1.1669 -2.0539
C -0.7307 1.1779 -3.2215
C -0.8680 3.0807 -0.5910
C -0.4142 2.4801 -3.8954
C -1.7026 -0.0909 -1.6281
C -1.9108 -2.5914 -1.4633
C -0.2942 -2.5635 -3.9048
C 2.0646 -2.6193 1.0227
C 2.2806 3.1738 -0.4866
C -0.8698 -3.1472 -0.5390
C 0.2648 -3.4446 2.5475
C -0.3289 -0.0404 -3.7872
C -0.6705 -1.2733 -3.2344
C 1.1112 3.2761 0.4799
C -1.9646 2.4291 -1.3987
H 2.3379 -2.4480 -0.0263
H -1.2990 3.1337 -3.9748
H 1.9613 3.4055 -1.5134
H 3.0597 3.8883 -0.1938
H 1.0161 5.4342 -0.0879
H 0.6834 2.9020 2.5617
H -0.0368 2.2922 -4.9142
H 0.0410 4.9847 1.3564
H -3.1712 -0.1099 1.0493
H 2.6954 2.1591 -0.4644
H -2.8144 -2.3958 -0.8484
H -2.8069 2.2120 -0.7033
H 2.2635 3.6777 2.2412
H 1.5470 -4.8213 -0.2211
H -2.1681 -3.3566 -2.2116
H 0.1987 -2.3573 -4.8705
H 2.8036 -3.2918 1.4775
H 0.2397 -0.0182 -4.7321
H 0.2467 -2.4781 3.0617
H -2.3327 3.1586 -2.1379
H -0.7359 -3.8936 2.5776
H 0.4016 -3.1640 -3.2905
H -1.1752 -3.1966 -4.1024
H 2.0232 1.9362 1.9192
H 0.9736 -4.1174 3.0469
H 0.3654 3.0510 -3.3554
H 0.3340 -5.4483 0.9456
H 2.0731 -1.6634 1.5606

electronic energy: -122731.950 eV
highest occupied orbital energy (spin up / spin down): -0.83 / -0.16 eV
net charge: -1
multiplicity: 3
largest force on an atom: 0.113 Eh/bohr